w | {"formula": "C2H6N2O2", "method": "wB97M-V/def2-TZVPD", "multiplicity": 1, "homo_lumo_gap_ev": 9.96, "charge": 0, "species": ["O", "O", "N", "N", "C", "C", "H", "H", "H", "H", "H", "H"], "coordinates": [[-0.84238, -0.12512, 0.43652], [1.10137, -1.36946, 0.80565], [0.09140, 0.56400, -2.06360], [0.33801, -0.78554, -1.30865], [0.26581, -0.78652, 0.04575], [-0.79174, 0.24680, 1.89348], [-1.91321, 0.68519, 1.95516], [-0.20041, 0.37331, -3.16420], [1.72798, -0.65857, -1.49967], [0.83864, 1.36269, -2.06216], [-0.68340, -0.77007, 2.62484], [0.06792, 1.26330, 2.33687]]}



x | {"formula": "C2H6N2O2", "method": "wB97M-V/def2-TZVPD", "multiplicity": 1, "smiles": "NC=O.NC=O", "homo_lumo_gap_ev": 10.26, "charge": 0, "species": ["O", "O", "N", "N", "C", "C", "H", "H", "H", "H", "H", "H"], "coordinates": [[-0.65339, -0.88741, 0.15933], [3.05028, 0.97935, -0.37104], [-2.34924, -2.21415, 0.88589], [1.70320, 2.70804, -0.31357], [1.94468, 1.42296, -0.63409], [-1.30573, -1.98646, 0.15507], [-2.88377, -3.06391, 0.68918], [2.40484, 3.27384, 0.17029], [0.77478, 3.09467, -0.50080], [-1.02315, -2.88180, -0.45005], [-2.76120, -1.47115, 1.45577], [1.09870, 1.02601, -1.24598]]}



Ranking the structures above by energy, x is first and the second is 557.1 kJ/mol behind.